DFT (ωB97M-V/def2-TZVPD) results for C4H8N2 in the gas phase.

Geometry as ORCA input:
```
! wB97M-V def2-TZVPD RIJCOSX def2/J DEFGRID3
* xyz 0 1
C -0.071 0.708 -1.497
H -1.157 0.675 -1.392
C -0.893 -0.875 0.917
H 0.214 1.507 -2.177
H 0.836 0.081 1.673
H 1.660 1.987 1.011
H 0.705 -1.299 0.339
N 1.274 1.968 0.067
C 0.578 0.943 -0.172
C -0.648 -2.104 0.474
H -1.704 -0.325 1.380
H -1.444 -2.848 0.503
N 0.418 -0.157 0.773
H 0.231 -0.261 -1.900
*
```

Computed properties:
ΔE to the lowest compared entry with this formula, charge and spin: 92.0 kcal per mole

natural (NBO) population analysis, charges in e, atoms 1 to 5: atom 1 (C): -0.6882, atom 2 (H): 0.2409, atom 3 (C): -0.2055, atom 4 (H): 0.2437, atom 5 (H): 0.3965

***

DFT (ωB97M-V/def2-TZVPD) results for C4H8N2 in the gas phase in a non-equilibrium geometry.

Geometry as ORCA input:
```
! wB97M-V def2-TZVPD RIJCOSX def2/J DEFGRID3
* xyz 0 1
H 1.497 -0.426 -2.139
H 1.832 -1.307 -0.652
C 1.308 -0.437 -1.060
H -1.889 0.373 1.945
C 1.913 0.789 -0.476
N -0.112 -0.564 -0.830
H -0.952 -1.601 0.788
H -0.605 0.171 -1.322
C -0.531 -0.609 0.576
H -1.136 1.476 0.781
C -1.556 0.470 0.907
N 2.332 1.764 -0.017
H 0.337 -0.484 1.238
H -2.438 0.385 0.261
*
```

Computed properties:
ΔE to the lowest compared entry with this formula, charge and spin: 13.9 kcal per mole
structure (SMILES): CCNCC#N

natural (NBO) population analysis, charges in e, atoms 1 to 5: atom 1 (H): 0.2409, atom 2 (H): 0.2316, atom 3 (C): -0.3189, atom 4 (H): 0.2200, atom 5 (C): 0.2509

***

DFT (ωB97M-V/def2-TZVPD) results for C4H8N2 in the gas phase in a non-equilibrium geometry.

Geometry as ORCA input:
```
! wB97M-V def2-TZVPD RIJCOSX def2/J DEFGRID3
* xyz 0 1
H -1.211 -0.123 -1.764
H -2.669 -0.190 -0.518
C -0.608 0.096 0.385
H -0.123 -1.937 -0.608
N 1.128 0.515 -1.265
H -1.452 -1.934 0.765
C -1.627 -0.349 -0.778
C -0.824 -1.365 -0.025
C 0.696 0.679 -0.035
H 2.512 1.391 0.894
N 1.494 1.307 1.050
H 1.465 0.675 1.927
H -0.974 0.476 1.316
H 2.192 0.758 -1.343
*
```

Computed properties:
ΔE to the lowest compared entry with this formula, charge and spin: 34.1 kcal per mole
structure (SMILES): [H]/N=C(\N)C1CC1

natural (NBO) population analysis, charges in e, atoms 1 to 5: atom 1 (H): 0.2503, atom 2 (H): 0.2202, atom 3 (C): -0.3258, atom 4 (H): 0.2378, atom 5 (N): -0.7208

***

DFT (ωB97M-V/def2-TZVPD) results for C4H8N2 in the gas phase in a non-equilibrium geometry.

Geometry as ORCA input:
```
! wB97M-V def2-TZVPD RIJCOSX def2/J DEFGRID3
* xyz 0 1
H 0.223 -1.881 -0.132
H 2.823 -0.573 -0.925
C -1.241 -0.248 -0.068
H -0.587 1.818 -0.854
H -1.040 1.673 0.886
N 1.112 0.088 0.060
H -1.778 -2.208 -0.024
H 0.839 1.040 0.561
C 0.076 -0.752 -0.153
H 2.942 -0.623 0.842
H -2.322 1.745 -0.166
C -2.318 -1.204 0.089
N 2.530 -0.171 -0.033
C -1.259 1.295 -0.084
*
```

Computed properties:
ΔE to the lowest compared entry with this formula, charge and spin: 128.4 kcal per mole

natural (NBO) population analysis, charges in e, atoms 1 to 5: atom 1 (H): 0.2204, atom 2 (H): 0.3799, atom 3 (C): -0.2863, atom 4 (H): 0.2190, atom 5 (H): 0.2040

***

DFT (ωB97M-V/def2-TZVPD) results for C4H8N2 in the gas phase in a non-equilibrium geometry.

Geometry as ORCA input:
```
! wB97M-V def2-TZVPD RIJCOSX def2/J DEFGRID3
* xyz 0 1
H -0.851 -1.206 1.026
H 2.693 -0.673 0.120
H -1.669 1.151 0.534
N 1.051 2.507 0.660
C -1.776 0.308 -0.160
H 2.208 -0.451 -1.426
C 0.779 -0.028 0.080
C -0.641 -0.659 -0.011
H 0.397 -0.570 1.037
C 0.907 1.400 0.339
H -2.690 -0.234 0.084
N 1.894 -0.736 -0.501
H -0.563 -1.496 -0.691
H -1.822 0.708 -1.173
*
```

Computed properties:
ΔE to the lowest compared entry with this formula, charge and spin: 61.5 kcal per mole
structure (SMILES): CC[C@@H](N)C#N

natural (NBO) population analysis, charges in e, atoms 1 to 5: atom 1 (H): 0.1634, atom 2 (H): 0.3695, atom 3 (H): 0.2248, atom 4 (N): -0.3483, atom 5 (C): -0.6142

***

DFT (ωB97M-V/def2-TZVPD) results for 2 unconnected molecules or ions with the total composition C4H8N2 in a non-equilibrium geometry.

Geometry as ORCA input:
```
! wB97M-V def2-TZVPD RIJCOSX def2/J DEFGRID3
* xyz 0 1
C -0.034 0.773 0.761
H -1.855 0.350 2.918
N -0.310 0.013 1.627
H -0.168 -0.229 -3.591
H -0.320 1.112 3.402
C 0.066 -0.301 -2.527
H 0.806 1.113 -1.015
H -0.633 -0.675 3.500
H -0.603 0.217 -1.940
H 1.175 -1.053 -0.977
H 1.621 -1.717 -2.733
N 0.025 1.251 -0.323
C -0.806 0.224 2.948
C 1.036 -1.077 -2.052
*
```

Computed properties:
ΔE to the lowest compared entry with this formula, charge and spin: 61.9 kcal per mole
structure (SMILES): CN=C=N.C=C

natural (NBO) population analysis, charges in e, atoms 1 to 5: atom 1 (C): 0.6505, atom 2 (H): 0.1995, atom 3 (N): -0.5102, atom 4 (H): 0.1874, atom 5 (H): 0.1894

***

DFT (ωB97M-V/def2-TZVPD) results for C4H8N2 in the gas phase in a non-equilibrium geometry.

Geometry as ORCA input:
```
! wB97M-V def2-TZVPD RIJCOSX def2/J DEFGRID3
* xyz 0 1
H 0.495 -1.413 -1.279
C 2.108 -0.168 -0.439
C 0.682 -0.474 -0.752
H 0.757 1.342 1.002
C -1.552 -0.794 0.093
H -1.066 1.371 1.299
C -0.261 1.291 0.565
H -1.563 -1.631 -0.608
H 2.681 -1.042 -0.828
H -2.459 -0.199 -0.031
H -0.327 2.117 -0.149
N -0.363 0.019 -0.132
N 2.544 0.729 0.316
H -1.519 -1.191 1.115
*
```

Computed properties:
ΔE to the lowest compared entry with this formula, charge and spin: 81.6 kcal per mole

natural (NBO) population analysis, charges in e, atoms 1 to 5: atom 1 (H): 0.1845, atom 2 (C): -0.1376, atom 3 (C): 0.0403, atom 4 (H): 0.2677, atom 5 (C): -0.4016

***

DFT (ωB97M-V/def2-TZVPD) results for a molecular structure, C4H8N2.

Geometry as ORCA input:
```
! wB97M-V def2-TZVPD RIJCOSX def2/J DEFGRID3
* xyz 0 1
N 0.057 2.025 0.380
H 2.966 -0.860 -0.017
C -1.521 0.738 -0.292
H -1.221 -1.123 0.836
C 0.771 1.103 0.615
H 1.951 -0.325 -1.179
C -0.994 -0.590 -0.079
C 1.155 -0.218 0.679
H -1.479 1.184 -1.278
H -2.205 1.167 0.430
H -2.176 -0.445 -0.576
H 1.201 -0.683 1.661
H -0.497 -1.135 -0.875
N 1.991 -0.840 -0.305
*
```

Computed properties:
ΔE to the lowest compared entry with this formula, charge and spin: 107.6 kcal per mole

natural (NBO) population analysis, charges in e, atoms 1 to 5: atom 1 (N): -0.4409, atom 2 (H): 0.3629, atom 3 (C): -0.3932, atom 4 (H): 0.2438, atom 5 (C): 0.2319

***

DFT (ωB97M-V/def2-TZVPD) results for C4H8N2 in the gas phase in a non-equilibrium geometry.

Geometry as ORCA input:
```
! wB97M-V def2-TZVPD RIJCOSX def2/J DEFGRID3
* xyz 0 1
H 0.638 0.803 1.254
H 0.026 -1.643 1.247
H -1.690 -1.221 1.390
H -1.402 0.261 -0.812
N -0.467 0.435 -0.448
H 1.987 -0.262 -1.239
H -1.062 1.232 1.403
H 0.894 -0.378 -2.731
C -0.377 0.470 1.009
N 0.528 2.470 -1.526
C 1.113 0.104 -1.777
C -0.672 -0.890 1.627
C 0.409 1.274 -1.315
H -0.578 -0.848 2.717
*
```

Computed properties:
ΔE to the lowest compared entry with this formula, charge and spin: 109.1 kcal per mole

natural (NBO) population analysis, charges in e, atoms 1 to 5: atom 1 (H): 0.1990, atom 2 (H): 0.2128, atom 3 (H): 0.2045, atom 4 (H): 0.3914, atom 5 (N): -0.6241

***

Question: Which of these has the highest ΔE to the lowest compared entry with this formula, charge and spin?
Answer: number 4

***

Question: ΔE to the lowest compared entry with this formula, charge and spin of number 6 (C4H8N2)?
Answer: 61.9 kcal per mole